(1)
Here is an isolated molecule of C4H5NO2 from the Open Molecules 2025 dataset. Energies are from ωB97M-V/def2-TZVPD.

Frontier orbital gap ... 0.29930 hartree
Calculated total energy ... -9809.37847 eV

CARTESIAN COORDINATES (ANGSTROEM)
1 O 1.296233 -1.624862 -0.595544
2 O 1.614431 1.453138 0.999938
3 N -0.265667 -0.131115 0.228445
4 C -1.458382 -0.557961 -0.491155
5 C 2.000774 0.431757 0.485274
6 C 0.993618 -0.577006 -0.059911
7 C -0.630075 1.245067 0.194065
8 H -2.186813 -1.026272 0.174225
9 H -1.851550 0.391940 -0.933242
10 H 3.068907 0.187679 0.352704
11 H -1.408579 1.380690 0.989053
12 H -1.172901 -1.173060 -1.343847

Atomic forces in eV per Å
O -0.1 0.5 0.2
O 0.2 -0.4 -0.1
N 0.1 0.4 0.0
C -0.2 -0.1 -0.1
C 0.0 0.3 0.2
C -0.3 -0.2 0.0
C 0.5 0.3 0.2
H 0.1 0.1 -0.2
H -0.4 -0.4 -0.1
H -0.1 0.0 0.0
H 0.2 -0.3 -0.2
H 0.0 -0.1 0.1

=====

(2)
Here is a cluster of 2 separate species, C2H6NO2 in total at a distorted geometry from the Open Molecules 2025 dataset. Energies are from ωB97M-V/def2-TZVPD.

Frontier orbital gap (alpha / beta) ... 0.18184 / 0.35002 hartree
2S+1 ... 2
Calculated total energy ... -7753.21011 eV

CARTESIAN COORDINATES (ANGSTROEM)
1 O 0.424542 2.377925 0.532952
2 O 0.142760 0.182621 0.720854
3 N -0.523540 -1.782512 -0.640715
4 C -0.449434 -2.030419 -1.914991
5 C 0.383983 1.280322 1.269780
6 H -1.362880 -2.048178 -0.159880
7 H 0.144522 -1.051429 -0.172504
8 H 0.703620 3.151989 1.140099
9 H -1.382471 -2.497285 -2.376257
10 H 0.865658 1.198812 2.219072
11 H 0.550620 -2.260120 -2.324701

Atomic forces in eV per Å
O 0.3 2.1 2.2
O 0.2 4.5 2.6
N 1.6 1.7 4.2
C -0.7 -1.7 -4.4
C 0.7 -4.4 -3.4
H 0.0 0.4 0.3
H -2.3 -2.7 -1.5
H -0.6 -1.6 -1.5
H 1.6 0.5 0.4
H -0.1 0.9 1.3
H -0.7 0.2 -0.2

=====

(3)
Here is a cluster of 2 separate species, C8H18N2O2 in total at a distorted geometry from the Open Molecules 2025 dataset. Energies are from ωB97M-V/def2-TZVPD.

SMILES string ... CC[C@@H](C)/[N+]([O-])=N\O.C=CCC
Frontier orbital gap ... 0.35298 hartree
Calculated total energy ... -15656.48699 eV

CARTESIAN COORDINATES (ANGSTROEM)
1 O 1.032043 0.878558 2.181409
2 O 0.332767 1.616910 -1.060726
3 N 0.920481 1.241560 -0.016759
4 N 0.281401 1.279346 1.088552
5 C -3.545897 1.944947 -1.144620
6 C -3.899148 -0.116527 0.176046
7 C 3.722439 -1.137866 0.216291
8 C 2.944063 1.534261 -1.179213
9 C -3.372583 1.206815 -0.037481
10 C -2.867815 -1.114039 0.688040
11 C 2.281199 -0.636139 -0.158008
12 C 2.237481 0.851659 -0.010263
13 H -2.558603 -0.713101 1.675903
14 H 1.619294 -1.011636 0.543706
15 H -3.424841 -2.142839 0.834909
16 H -4.823116 -0.055947 0.747169
17 H 0.529687 1.120376 2.977907
18 H -2.920173 1.822538 0.694593
19 H 4.108864 -0.395446 0.895176
20 H 2.027810 -0.925456 -1.094655
21 H 4.083262 1.499944 -1.040210
22 H -3.034125 2.919367 -1.442415
23 H 3.695107 -2.045901 0.748935
24 H 2.899994 0.932883 -1.946627
25 H 4.290635 -1.207451 -0.618425
26 H -2.041392 -1.171763 0.092776
27 H -4.085500 1.468752 -1.979850
28 H 2.542423 2.483123 -1.346623
29 H 2.832729 1.270689 0.843083
30 H -4.260154 -0.297995 -0.791039

Atomic forces in eV per Å
O 0.9 -0.3 -0.1
O 0.3 -0.5 0.2
N -3.6 1.8 2.2
N -1.3 0.5 -0.3
C 0.5 -0.4 -1.4
C -0.3 -0.3 0.2
C -2.9 1.5 1.5
C 2.9 0.6 3.7
C 0.3 3.7 -1.2
C -3.9 -1.0 2.8
C 3.3 0.4 2.9
C 4.7 0.7 -1.2
H 0.0 -0.6 -0.4
H -1.5 -1.1 1.3
H 1.5 1.8 -0.2
H 0.1 -0.2 0.7
H -0.2 0.0 -0.8
H 0.9 -0.2 1.4
H 0.6 0.2 0.2
H -1.0 -0.8 -2.9
H -1.5 0.7 0.5
H -0.9 -1.3 1.1
H -0.1 -1.3 0.4
H -1.0 -2.7 -4.7
H 2.0 -0.3 -2.4
H 2.1 -0.4 -1.8
H 0.2 0.3 0.2
H -0.2 1.5 -0.5
H -1.4 -0.9 0.0
H -0.5 -1.4 -1.6

=====

- Which of these has the lowest calculated total energy?
  C8H18N2O2

=====

- Among the records above, which one has the lowest calculated total energy?
  C8H18N2O2

=====

- The highest calculated total energy belongs to which entry?
  C2H6NO2

=====

- Which formula does entry 1 have?
  C4H5NO2